Entry 1:
Computed, not measured: one molecule with the formula C3H3N3O, with wB97M-V/def2-TZVPD.

Values from the calculation:
HOMO level = -11.38 eV
ΔE to the lowest compared entry with this formula, charge and spin = 2.103 eV
SMILES = N#CC(N)(O)C#N
E_tot = -9675.3513 eV

ORCA input file:
```
! RIJCOSX wB97M-V def2-TZVPD def2/J DEFGRID3
* xyz 0 1
N 2.35 -2.24 -0.20
C 1.80 -1.25 -0.01
C 1.01 -0.03 0.28
N -0.18 0.00 -0.46
O 0.65 0.05 1.67
C 1.89 1.16 -0.12
N 2.37 2.15 -0.44
H -0.46 1.00 -0.23
H -0.24 -0.31 -1.46
H -0.25 0.41 1.72
*
```

Entry 2:
Computed, not measured: a 3-piece molecular cluster, C23H60BN7O5P3 overall, with wB97M-V/def2-TZVPD.

Values from the calculation:
HOMO level = -2.47 eV
E_tot = -74035.0514 eV

ORCA input file:
```
! RIJCOSX wB97M-V def2-TZVPD def2/J DEFGRID3
* xyz -1 1
C 5.03 2.18 1.76
C 5.82 1.52 0.65
O 5.25 0.33 0.11
C 3.89 0.18 0.30
O 3.48 -0.47 1.22
C 3.04 0.84 -0.73
C 1.55 0.95 -0.41
C 1.16 2.40 -0.11
C -0.36 2.64 -0.12
B -1.07 1.94 1.02
O -0.32 1.40 2.13
N -2.54 1.79 1.09
C -3.03 0.82 0.11
C -3.00 1.35 2.41
P -0.77 4.37 0.09
C -0.34 4.89 1.84
C 0.46 5.38 -0.88
H 4.09 2.64 1.42
H 5.64 2.98 2.18
H 4.80 1.48 2.56
H 6.05 2.26 -0.13
H 6.78 1.23 1.07
H 3.14 0.22 -1.63
H 3.41 1.83 -1.02
H 1.23 0.29 0.39
H 0.98 0.68 -1.30
H 1.60 3.01 -0.90
H 1.65 2.71 0.84
H 0.13 2.16 2.52
H -4.08 1.04 -0.11
H -3.04 -0.20 0.54
H -2.46 0.85 -0.81
H -2.87 2.12 3.17
H -4.08 1.17 2.32
H -2.56 0.40 2.71
H 0.70 4.68 2.13
H -0.47 5.97 1.91
H -1.05 4.45 2.55
H 1.19 5.88 -0.24
H 0.93 4.78 -1.65
H -0.10 6.17 -1.39
O 1.08 -0.14 -4.03
P 1.67 0.41 -5.30
N 0.75 1.88 -5.38
C -0.64 1.87 -5.77
C 0.98 2.73 -4.21
N 1.21 -0.79 -6.42
C 0.48 -0.55 -7.64
C 0.91 -2.11 -5.88
N 2.87 1.04 -6.43
C 4.23 0.58 -6.09
C 2.92 2.44 -6.85
H -1.02 2.89 -5.76
H -1.27 1.26 -5.10
H -0.77 1.52 -6.79
H 2.06 2.83 -4.03
H 0.52 2.32 -3.30
H 0.59 3.73 -4.39
H -0.60 -0.52 -7.47
H 0.68 -1.35 -8.36
H 0.79 0.38 -8.11
H -0.10 -2.18 -5.47
H 1.61 -2.37 -5.09
H 1.02 -2.86 -6.67
H 4.63 1.08 -5.21
H 4.91 0.75 -6.93
H 4.22 -0.49 -5.90
H 3.14 3.14 -6.04
H 2.00 2.73 -7.34
H 3.72 2.53 -7.60
O -4.77 -3.31 4.17
P -3.61 -3.83 4.96
N -2.51 -2.52 5.00
C -1.70 -2.18 3.84
C -3.10 -1.33 5.60
N -3.12 -5.14 3.98
C -1.76 -5.40 3.58
C -4.07 -5.62 2.98
N -2.94 -4.62 6.38
C -3.97 -5.29 7.19
C -1.97 -3.98 7.27
H -1.06 -1.33 4.06
H -2.30 -1.93 2.96
H -1.01 -2.99 3.59
H -3.58 -1.58 6.55
H -3.85 -0.86 4.95
H -2.32 -0.59 5.82
H -1.49 -4.84 2.68
H -1.63 -6.47 3.35
H -1.05 -5.16 4.37
H -4.06 -5.00 2.07
H -5.08 -5.61 3.37
H -3.83 -6.65 2.71
H -4.60 -4.58 7.74
H -3.52 -5.98 7.90
H -4.63 -5.88 6.53
H -2.36 -3.10 7.79
H -1.08 -3.69 6.72
H -1.67 -4.71 8.02
*
```

Entry 3:
Computed, not measured: C31H45CeO3 as an isolated structure, with wB97M-V/def2-TZVPD.

Values from the calculation:
HOMO level (alpha / beta) = -7.01 / -7.01 eV
ΔE to the lowest compared entry with this formula, charge and spin = 0.000 eV
<S²> = 0.751
E_tot = -51948.3907 eV

ORCA input file:
```
! RIJCOSX wB97M-V def2-TZVPD def2/J DEFGRID3
* xyz 0 2
O 2.63 -1.75 -5.78
C 2.17 -3.03 -6.32
C 3.16 -3.05 -7.47
H 1.12 -2.94 -6.62
H 2.31 -3.85 -5.59
C 3.58 -1.67 -6.89
H 2.70 -3.00 -8.47
H 3.93 -3.82 -7.39
C 3.30 -0.53 -7.85
H 2.28 -0.59 -8.24
H 4.00 -0.62 -8.69
H 3.46 0.43 -7.36
C 5.03 -1.66 -6.44
H 5.24 -2.50 -5.78
H 5.26 -0.71 -5.94
H 5.66 -1.74 -7.34
Ce -0.14 0.29 1.03
C 1.58 -0.27 2.87
C 0.66 -1.37 2.94
C 0.81 -2.16 1.76
H 0.01 -1.60 3.78
C 1.84 -1.55 0.96
C 2.31 -0.39 1.64
H 3.11 0.27 1.31
H 1.75 0.47 3.65
H 0.27 -3.08 1.52
H 2.26 -1.97 0.04
C -0.21 2.85 1.68
C 1.16 2.48 1.49
C 1.34 2.16 0.10
H 1.92 2.47 2.27
C 0.08 2.35 -0.56
C -0.87 2.78 0.42
H -1.91 3.06 0.22
H -0.65 3.20 2.62
H 2.27 1.87 -0.37
H -0.12 2.20 -1.62
O 0.22 -0.64 -1.51
C 1.45 -0.39 -2.25
C 1.64 -1.60 -3.13
H 2.28 -0.25 -1.54
H 1.32 0.53 -2.83
C 0.24 -2.19 -3.32
H 2.30 -2.33 -2.65
H 2.10 -1.30 -4.07
C -0.48 -1.82 -2.03
H 0.25 -3.26 -3.52
H -0.25 -1.70 -4.17
H -0.39 -2.61 -1.28
H -1.54 -1.56 -2.17
C -4.51 2.83 1.44
C -4.52 1.35 1.85
C -3.97 0.43 0.76
C -3.91 1.20 3.25
C -4.77 1.51 4.29
C -4.36 1.51 5.62
C -3.03 1.23 5.90
C -2.12 0.96 4.88
C -0.67 0.77 5.32
C -0.11 2.00 6.05
C -0.54 -0.46 6.22
C -2.54 0.89 3.52
O -1.69 0.58 2.55
H -3.48 3.22 1.43
H -5.09 3.43 2.14
H -4.94 2.95 0.44
H -5.58 1.08 1.98
H -3.12 0.89 0.23
H -3.70 -0.55 1.16
H -4.76 0.28 0.01
H -5.81 1.78 4.05
H -5.06 1.74 6.43
H -2.66 1.24 6.93
H -0.08 0.62 4.42
H -0.64 2.19 6.99
H 0.95 1.85 6.27
H -0.21 2.90 5.42
H -1.00 -1.34 5.75
H 0.52 -0.68 6.40
H -1.03 -0.30 7.19
*
```

Entry 4:
Computed, not measured: a 8-piece molecular cluster, C23H50N2O22S3 overall, with wB97M-V/def2-TZVPD.

Values from the calculation:
HOMO level = -9.14 eV
ΔE to the lowest compared entry with this formula, charge and spin = 3.208 eV
E_tot = -105174.1343 eV

ORCA input file:
```
! RIJCOSX wB97M-V def2-TZVPD def2/J DEFGRID3
* xyz 0 1
C 1.97 -2.91 -2.38
N 1.75 -3.77 -1.27
C 1.46 -5.20 -1.75
C 2.96 -3.66 -0.29
C 0.44 -3.30 -0.48
C 0.46 -1.74 -0.12
O -0.59 -1.53 0.70
H 1.06 -3.14 -2.85
H 2.97 -2.84 -2.97
H 1.84 -1.98 -2.01
H 1.22 -5.65 -0.81
H 2.23 -5.65 -2.28
H 0.57 -5.06 -2.46
H 3.80 -4.16 -0.69
H 2.57 -4.16 0.64
H 3.17 -2.63 0.03
H 0.31 -3.85 0.35
H -0.26 -3.54 -1.11
H 0.18 -0.93 -1.04
H 1.43 -1.37 0.48
H -0.71 -0.45 1.05
N -0.33 1.67 1.15
O 0.96 1.73 1.20
O -0.81 1.23 2.22
O -0.85 1.29 0.04
O 2.30 -0.94 -4.70
S 3.13 0.25 -4.48
O 2.64 1.56 -4.75
O 3.57 0.20 -2.86
C 2.96 1.20 -2.10
C 3.41 1.17 -0.64
C 4.72 -0.09 -5.19
H 1.80 1.05 -2.07
H 3.22 2.14 -2.49
H 4.44 1.42 -0.65
H 3.26 0.39 0.09
H 3.26 2.08 -0.22
H 5.11 -0.95 -4.85
H 5.51 0.66 -5.11
H 4.63 -0.34 -6.16
O 1.21 -2.50 3.39
S 1.18 -2.11 4.76
O 1.69 -0.82 5.19
O -0.47 -2.20 5.27
C -1.35 -1.44 4.58
C -2.74 -1.49 5.27
C 1.97 -3.33 5.85
H -1.08 -1.66 3.60
H -1.32 -0.26 4.68
H -2.83 -1.02 6.25
H -3.24 -2.46 5.47
H -3.57 -0.99 4.75
H 1.44 -4.28 5.72
H 1.77 -3.03 6.80
H 3.06 -3.34 5.90
O -4.66 -2.04 -2.37
S -4.93 -0.77 -3.14
O -5.32 0.42 -2.32
O -3.38 -0.39 -3.80
C -2.47 -0.01 -2.72
C -1.08 0.02 -3.54
C -5.98 -0.90 -4.52
H -2.51 -0.90 -2.18
H -2.70 0.88 -2.24
H -0.26 0.24 -2.81
H -0.94 0.85 -4.18
H -0.80 -0.93 -3.97
H -5.85 0.17 -4.96
H -6.92 -1.08 -4.25
H -5.73 -1.75 -5.32
C 1.90 3.89 3.29
C 2.61 2.73 4.05
O 3.45 3.46 4.81
C 3.39 4.66 4.79
O 4.01 5.46 5.50
O 2.44 5.04 3.88
H 0.67 3.84 3.36
H 1.96 3.99 2.26
H 3.19 2.13 3.35
H 1.86 2.20 4.26
C 0.53 4.30 -1.64
C -0.44 3.45 -2.42
O -1.57 4.27 -2.77
C -1.45 5.36 -2.02
O -2.36 6.19 -1.90
O -0.21 5.52 -1.51
H 1.40 4.45 -2.10
H 0.87 3.93 -0.75
H -0.71 2.57 -1.82
H 0.12 3.20 -3.30
C -4.02 1.11 2.41
C -3.97 1.19 0.88
O -5.20 0.54 0.54
C -5.87 0.22 1.51
O -6.91 -0.45 1.58
O -5.14 0.30 2.66
H -4.06 1.92 3.07
H -3.17 0.61 2.70
H -3.29 0.57 0.34
H -3.96 2.25 0.66
*
```

Entry 5:
Computed, not measured: a 2-piece molecular cluster, C3H10N2 overall, with wB97M-V/def2-TZVPD.

Values from the calculation:
HOMO level (alpha / beta) = -12.47 / -12.47 eV
ΔE to the lowest compared entry with this formula, charge and spin = 0.778 eV
<S²> = 0.761
E_tot = -6244.0517 eV

ORCA input file:
```
! RIJCOSX wB97M-V def2-TZVPD def2/J DEFGRID3
* xyz 1 2
C 0.39 2.49 1.19
N -0.89 2.13 1.90
H 1.17 1.91 1.64
H 0.50 3.58 1.23
H 0.22 2.21 0.16
H -0.79 2.41 2.87
H -1.63 2.66 1.47
C 1.02 -2.24 -2.02
C -0.17 -1.93 -1.32
N -0.26 -1.21 -0.25
H 1.86 -1.60 -1.83
H 1.13 -3.25 -2.37
H -1.12 -2.32 -1.67
H -1.10 -1.28 0.33
H 0.41 -0.83 0.41
*
```

Entry 6:
Computed, not measured: one molecule with the formula C4H5NO2, with wB97M-V/def2-TZVPD.

Values from the calculation:
HOMO level = -9.11 eV
ΔE to the lowest compared entry with this formula, charge and spin = 2.835 eV
SMILES = C/N=C\OC=C=O
E_tot = -9811.4803 eV

ORCA input file:
```
! RIJCOSX wB97M-V def2-TZVPD def2/J DEFGRID3
* xyz 0 1
C -0.26 -0.79 1.28
N -1.07 0.40 1.12
C -1.07 1.18 0.13
O -0.38 1.20 -1.06
C 0.35 0.09 -1.46
C 1.64 -0.01 -1.18
O 2.76 -0.13 -0.88
H 0.81 -0.57 1.23
H -0.48 -1.55 0.52
H -0.47 -1.22 2.26
H -1.71 2.06 0.14
H -0.12 -0.65 -2.10
*
```